1.
102
Properties=species:S:1:pos:R:3:forces:R:3 method="wB97M-V/def2-TZVPD" e_homo_ev=-8.62 spin_multiplicity=1 lumo_ev=0.50
C 7.9024 2.4350 0.8489 0.5 0.4 -0.6
C 8.0807 3.9627 0.7488 -0.8 -0.7 0.1
C 7.3148 4.6159 -0.4191 0.9 0.0 0.1
C 7.4211 3.8944 -1.7753 -0.9 0.1 -0.4
C 6.0524 3.5966 -2.4529 0.5 0.8 1.0
C 5.0424 2.9218 -1.5301 -0.4 -0.4 -1.3
C 3.7948 2.4221 -2.3125 0.4 -0.2 0.2
C 3.3779 1.0291 -1.8386 -0.8 0.8 0.4
C 2.8097 1.1293 -0.3970 0.0 -1.0 0.0
C 1.4657 0.4101 -0.2435 0.0 0.0 -0.8
C 0.3535 1.0107 -1.1384 -0.2 -0.2 1.2
C -0.5820 1.9474 -0.3265 0.8 -1.0 0.1
C -1.7689 1.1353 0.1861 -0.4 0.0 -0.2
N -2.9432 1.9133 0.6783 -0.2 0.1 -1.5
C -2.6448 3.2098 1.0744 -2.2 -0.8 -2.1
O -1.9492 3.4620 1.9599 3.1 1.1 3.2
O -3.3066 4.1816 0.3645 0.1 -0.5 -0.4
C -2.4694 5.1810 -0.2148 -0.5 1.3 -0.5
N -2.3178 5.0746 -1.6695 0.2 -0.5 0.7
C -3.2731 4.1938 -2.3171 0.0 0.0 -0.4
H 6.8985 2.1086 0.5897 -0.2 0.0 0.3
H 8.1933 2.0717 1.8308 -0.1 -0.1 0.1
H 8.5646 1.9828 0.1106 0.0 -0.3 0.1
H 9.1504 4.1574 0.7044 0.0 0.3 0.0
H 7.6700 4.3800 1.6674 0.3 0.3 0.1
H 6.2902 4.7732 -0.0933 -0.2 -0.1 -0.2
H 7.7440 5.6098 -0.5518 -0.2 0.2 0.1
H 7.9365 4.5516 -2.4732 0.3 -0.1 0.0
H 7.9716 2.9566 -1.7315 0.2 0.0 0.2
H 5.6545 4.5723 -2.7445 -0.2 -0.1 -0.3
H 6.2463 2.9995 -3.3395 -0.2 -0.1 -0.2
H 4.6796 3.6131 -0.7790 0.3 -0.1 0.4
H 5.5201 2.0516 -1.0814 0.0 0.0 0.3
H 3.9769 2.4359 -3.3883 0.1 0.0 0.0
H 2.9839 3.1195 -2.1034 -0.2 0.0 -0.2
H 4.2270 0.3490 -1.8773 0.1 -0.1 0.0
H 2.5906 0.6124 -2.4700 0.1 0.0 -0.2
H 3.5193 0.6062 0.2447 0.0 0.4 0.4
H 2.6812 2.1616 -0.0711 0.3 0.1 0.0
H 1.1142 0.3928 0.7893 0.2 0.0 0.1
H 1.6252 -0.6233 -0.5533 0.0 -0.1 0.1
H -0.2518 0.1673 -1.4699 0.0 0.1 -0.6
H 0.8052 1.5261 -1.9794 -0.2 0.0 -0.2
H 0.0016 2.2525 0.5393 -0.1 0.7 0.0
H -0.8740 2.7939 -0.9399 -0.3 0.2 0.1
H -2.1343 0.5573 -0.6628 -0.2 -0.1 0.0
H -1.4675 0.3946 0.9227 0.2 0.1 0.2
H -3.5620 1.9989 -0.1227 -0.2 -0.1 0.2
H -1.5015 5.2616 0.2739 0.1 -0.3 0.1
H -2.9770 6.1274 -0.0367 -0.2 -0.1 0.2
H -1.3652 4.8291 -1.9041 -0.1 -0.2 -0.1
H -3.1591 4.2875 -3.3949 0.1 0.0 -0.1
H -4.2961 4.4810 -2.0936 0.0 0.2 0.2
H -3.1747 3.1328 -2.0552 0.1 0.0 0.0
C -7.0565 -2.2850 -0.4589 0.1 -0.1 0.2
O -6.1075 -1.9459 0.5352 -0.2 0.1 -0.3
C -5.6063 -0.6174 0.4236 0.3 0.0 0.4
C -6.0792 0.2257 1.5946 -0.3 -0.1 -0.2
N -7.5123 0.4858 1.5038 0.1 0.0 0.1
C -8.0858 1.0797 2.7103 -0.2 -0.1 -0.2
C -8.0768 0.2444 3.9889 -0.1 0.3 0.2
O -8.9094 -0.9015 3.9402 0.2 0.0 0.0
C -8.3125 -2.0604 3.3856 -0.3 0.0 0.1
H -7.2747 -3.3476 -0.3597 0.0 0.0 0.0
H -7.9903 -1.7282 -0.3284 0.0 0.0 -0.1
H -6.6597 -2.1032 -1.4620 -0.1 0.0 0.0
H -5.8758 -0.1582 -0.5330 -0.2 0.0 0.0
H -4.5145 -0.6849 0.4632 0.0 0.0 0.0
H -5.5392 1.1760 1.5953 0.0 0.0 0.0
H -5.8222 -0.3145 2.5147 0.2 0.0 0.0
H -7.9926 -0.3857 1.3202 0.0 0.0 0.0
H -9.1275 1.3170 2.4787 0.0 0.0 0.1
H -7.5819 2.0316 2.9058 0.1 0.0 0.0
H -8.4891 0.8721 4.7841 0.0 0.0 0.0
H -7.0639 -0.0256 4.3092 0.0 -0.1 -0.1
H -7.2372 -2.1015 3.5758 0.0 0.1 -0.1
H -8.5027 -2.1244 2.3111 0.2 0.0 0.0
H -8.7789 -2.9300 3.8505 0.0 0.0 0.0
C 3.4246 -3.4728 -1.5633 0.1 -0.1 0.1
O 3.1249 -3.6554 -0.1916 -0.1 0.1 -0.3
C 1.7545 -3.4407 0.1306 0.0 0.0 0.5
C 1.0881 -4.7377 0.5452 0.2 -0.1 -0.3
N 0.9352 -5.6379 -0.5923 0.0 0.0 0.2
C 0.5229 -6.9928 -0.2290 0.1 0.1 -0.3
C 1.4884 -7.8309 0.6067 -0.2 -0.3 0.0
O 2.6849 -8.1815 -0.0662 0.0 0.2 0.1
C 3.7255 -7.2229 0.0094 0.1 -0.2 -0.2
H 4.5064 -3.5338 -1.6768 0.0 0.0 0.1
H 2.9691 -4.2540 -2.1809 -0.1 0.1 -0.1
H 3.0926 -2.4900 -1.9127 0.0 0.0 -0.1
H 1.2141 -2.9641 -0.6929 0.0 -0.1 -0.1
H 1.7358 -2.7533 0.9818 0.0 0.0 0.0
H 0.1017 -4.5154 0.9627 0.0 0.0 0.0
H 1.7032 -5.1847 1.3369 0.0 0.1 0.1
H 1.8174 -5.6957 -1.0846 0.0 0.0 0.0
H 0.3463 -7.5287 -1.1651 0.0 -0.1 0.1
H -0.4396 -6.9392 0.2895 0.0 0.0 0.1
H 0.9856 -8.7779 0.8227 0.0 0.0 0.0
H 1.7095 -7.3757 1.5792 0.1 0.1 -0.1
H 3.7009 -6.6609 0.9462 -0.1 0.1 0.0
H 3.6876 -6.5342 -0.8386 0.0 0.2 0.1
H 4.6747 -7.7569 -0.0479 0.0 0.0 0.0


2.
8
Properties=species:S:1:pos:R:3:forces:R:3 method="wB97M-V/def2-TZVPD" e_homo_ev=-10.52 spin_multiplicity=1 lumo_ev=-1.95
C -2.2279 1.0919 -0.2579 4.3 -0.2 -1.5
C 0.1022 1.3225 -0.9540 -3.4 3.3 -4.3
C 0.8614 0.4510 -0.0684 0.8 2.1 2.5
N -3.1083 1.1471 0.4625 -1.9 0.1 1.2
O 0.0252 2.0518 -1.8802 1.2 -2.8 3.8
Cl 2.6058 0.3946 -0.3218 -0.8 0.1 -0.3
Cl 0.4334 1.0730 1.6261 0.6 -0.2 -1.1
H 0.3974 -0.4659 -0.0550 -0.7 -2.3 -0.4